Record 1
A 2-piece molecular cluster, C10H16 overall. Source: the OMol25 dataset; level of theory: ωB97M-V with the def2-TZVPD basis set.

Positions of all 26 atoms, in Å:
C: 2.709 -2.121 -1.287
C: -1.494 -1.447 -1.524
C: -0.612 -0.719 -2.347
C: -1.021 -2.284 -0.532
C: 0.739 -0.788 -2.071
C: 0.364 -2.562 -0.490
C: 1.216 -1.842 -1.297
H: -2.563 -1.362 -1.562
H: -1.156 -0.090 -3.040
H: -1.726 -2.671 0.182
H: 1.397 -0.070 -2.581
H: 0.630 -3.240 0.330
H: 2.926 -3.178 -1.151
H: 3.161 -1.374 -0.625
H: 3.262 -2.009 -2.224
C: -0.985 2.765 1.559
C: -1.334 2.462 3.015
C: 0.138 1.957 0.959
H: -1.866 2.715 0.896
H: -0.707 3.819 1.569
H: -1.944 3.287 3.416
H: -0.453 2.113 3.524
H: -0.104 0.877 0.826
H: 0.292 2.252 -0.078
H: -1.949 1.532 3.030
H: 1.083 1.977 1.501

Computed properties:
- SMILES: Cc1ccccc1.CCC
- Charge: 0
- HOMO: -9.0 eV
- Orbital gap: 10.0 eV

---

Record 2
C25H24BrN6O4S4W as an isolated structure. Source: the OMol25 dataset; level of theory: ωB97M-V with the def2-TZVPD basis set.

Positions of all 65 atoms, in Å:
W: 0.278 -0.789 0.402
Br: 4.484 4.858 3.115
C: 3.167 3.636 2.487
C: 1.872 3.701 2.998
C: 0.902 2.858 2.497
C: 1.196 1.920 1.496
O: 0.231 1.264 0.888
C: 2.547 1.791 1.056
C: 2.924 0.798 0.111
N: 2.215 -0.273 -0.203
C: 2.747 -1.174 -1.133
C: 4.055 -1.159 -1.618
C: 4.473 -2.056 -2.595
C: 3.610 -2.992 -3.107
C: 2.317 -3.120 -2.570
C: 1.448 -4.159 -2.959
C: 0.269 -4.318 -2.270
C: -0.065 -3.432 -1.257
N: 0.675 -2.355 -0.923
C: 1.883 -2.216 -1.563
C: 3.507 2.698 1.539
H: 1.632 4.403 3.781
H: -0.102 2.887 2.897
H: 3.888 0.950 -0.359
H: 4.788 -0.466 -1.238
H: 5.492 -2.013 -2.946
H: 3.915 -3.665 -3.890
H: 1.741 -4.834 -3.748
H: -0.392 -5.141 -2.487
H: -0.940 -3.635 -0.648
H: 4.520 2.638 1.171
N: -2.016 -1.319 -0.237
C: -2.394 -0.804 -1.567
C: -3.837 -0.263 -1.634
C: -4.244 0.806 -0.604
C: -4.175 2.252 -1.119
N: -2.826 2.708 -1.382
C: -1.928 3.048 -0.466
N: -0.680 3.309 -0.856
N: -2.259 3.244 0.809
C: -1.332 0.227 -2.055
O: -1.612 0.981 -2.974
O: -0.219 0.208 -1.447
H: -2.345 -2.282 -0.135
H: -2.546 -0.802 0.474
H: -2.320 -1.624 -2.293
H: -4.516 -1.112 -1.529
H: -3.971 0.135 -2.641
H: -3.649 0.731 0.310
H: -5.285 0.629 -0.326
H: -4.656 2.924 -0.403
H: -4.723 2.330 -2.059
H: -2.453 2.415 -2.288
H: -0.369 2.992 -1.762
H: 0.026 3.488 -0.159
H: -3.190 3.071 1.143
H: -1.544 3.481 1.477
O: -0.236 -3.195 7.079
C: -0.151 -2.792 5.967
S: -1.315 -1.643 5.254
C: -0.532 -1.528 3.698
C: 0.590 -2.255 3.503
S: 1.487 -2.187 2.018
S: 1.133 -3.263 4.829
S: -1.189 -0.516 2.455

Computed properties:
- Charge: +1
- HOMO (alpha / beta): -9.5 / -9.5 eV
- Orbital gap (alpha / beta): 5.3 / 5.4 eV

---

Q: Which DFT total energy values were calculated for the entries above? A: -10628.66637, -158653.13948, in eV.